# 1
Molecular formula: C3H7IN2Si
Method: DFT, ωB97M-V/def2-TZVPD

Its charge is 0. The relative energy (zero: lowest compared OMol25 entry of this formula, charge and spin) is 123.6 kJ/mol. The value obtained for the frontier orbital gap is 9.24 eV. The highest occupied orbital energy is -8.8 eV. The SMILES is C[Si@@]1(I)N=CCN1. The LUMO energy is 0.49 eV.

CARTESIAN COORDINATES (ANGSTROEM)
1 C 0.3498 -2.2076 0.0944
2 Si 1.0214 -0.4983 -0.1946
3 I 3.4039 0.0235 -0.1757
4 N 0.2685 0.4833 -1.4868
5 C -0.5041 1.3992 -1.1557
6 C -0.8026 1.6326 0.3456
7 N 0.0779 0.8302 1.1844
8 H 0.8685 -2.9309 -0.5623
9 H 0.2248 -2.4536 1.1614
10 H -0.7625 -2.2843 -0.0202
11 H -1.0272 1.9884 -1.9477
12 H -0.8203 2.6699 0.5764
13 H -1.7575 1.0314 0.4074
14 H -0.5408 0.3160 1.7733

# 2
Molecular formula: C17H41NO5S2Si2
Method: DFT, ωB97M-V/def2-TZVPD

Its charge is 0. The relative energy (zero: lowest compared OMol25 entry of this formula, charge and spin) is 17.1 kJ/mol. The value obtained for the frontier orbital gap is 9.68 eV. The highest occupied orbital energy is -9.1 eV. The LUMO energy is 0.62 eV.

CARTESIAN COORDINATES (ANGSTROEM)
1 C 1.6372 -1.3771 3.0997
2 C 1.1904 -2.2283 1.8927
3 C 1.8963 -1.8956 0.5649
4 C 0.9481 -1.4079 -0.5470
5 C -0.0625 -2.5146 -0.9419
6 Si 0.1035 0.1873 -0.0379
7 O 0.3495 1.3390 -1.1998
8 Si -0.0606 2.9403 -1.0439
9 C 0.3376 3.6829 0.6187
10 C 1.8328 3.9762 0.9047
11 C 2.8364 3.0513 0.2154
12 C 4.2146 3.1312 0.8644
13 N 4.2684 2.4089 2.1495
14 H 2.2400 -1.9637 3.7895
15 H 0.7833 -0.9873 3.6474
16 H 2.2413 -0.5317 2.7768
17 H 0.1119 -2.1314 1.7701
18 H 1.3720 -3.2743 2.1274
19 H 2.3938 -2.7913 0.1847
20 H 2.6845 -1.1588 0.7321
21 H 1.5690 -1.1968 -1.4194
22 H 0.0493 -2.7533 -1.9988
23 H -1.1006 -2.2357 -0.7772
24 H 0.1191 -3.4376 -0.3941
25 H 0.6791 0.6556 1.2485
26 H -1.3450 -0.0373 0.1877
27 H 0.7133 3.6677 -2.0811
28 H -1.4866 3.1514 -1.3542
29 H -0.2206 4.6236 0.6276
30 H -0.0738 3.0998 1.4418
31 H 1.9950 3.8978 1.9795
32 H 2.0500 5.0022 0.6094
33 H 2.9391 3.3314 -0.8328
34 H 2.5060 2.0125 0.2656
35 H 4.9539 2.7261 0.1723
36 H 4.4548 4.1800 1.0496
37 H 3.4624 1.8035 2.2436
38 H 5.0729 1.8023 2.1821
39 C -0.4388 -8.6430 2.2785
40 C 0.4737 -7.7134 3.0910
41 C 0.9680 -6.6146 2.1419
42 S -0.3153 -6.4189 0.8930
43 O 0.2223 -6.8050 -0.3857
44 O -0.9737 -5.1500 1.0601
45 C -1.3773 -7.7291 1.4975
46 H -0.9937 -9.3275 2.9179
47 H 0.1577 -9.2398 1.5857
48 H -0.0950 -7.2665 3.9082
49 H 1.3112 -8.2521 3.5309
50 H 1.1090 -5.6572 2.6368
51 H 1.8787 -6.9004 1.6197
52 H -1.8591 -8.2048 0.6469
53 H -2.1229 -7.2671 2.1433
54 C -4.3186 5.2027 -4.7324
55 C -2.8341 5.5705 -4.5935
56 C -2.6740 6.3329 -3.2724
57 S -3.9755 5.7257 -2.1860
58 O -4.8862 6.8052 -1.9038
59 O -3.3962 4.9564 -1.1167
60 C -4.7336 4.6289 -3.3817
61 H -4.4849 4.4860 -5.5349
62 H -4.9066 6.0960 -4.9523
63 H -2.2332 4.6597 -4.5683
64 H -2.4859 6.1700 -5.4329
65 H -1.7178 6.1519 -2.7885
66 H -2.8327 7.4026 -3.3919
67 H -5.8068 4.6163 -3.2087
68 H -4.3142 3.6364 -3.2195

# 3
Molecular formula: C3H5NOS
Method: DFT, ωB97M-V/def2-TZVPD

Its charge is 0. The relative energy (zero: lowest compared OMol25 entry of this formula, charge and spin) is 736.3 kJ/mol. The value obtained for the frontier orbital gap (spin up / spin down) is 7.27 / 8.39 eV. The highest occupied orbital energy (spin up / spin down) is -8.6 / -10.0 eV. The LUMO energy (spin up / spin down) is -1.30 / -1.59 eV.

CARTESIAN COORDINATES (ANGSTROEM)
1 C 0.0077 -0.9579 -0.3045
2 C -2.2895 -0.0795 -0.3916
3 C 1.1692 -0.2286 0.1353
4 N -1.2079 -0.4731 -0.3312
5 O 2.1985 0.3539 2.7128
6 S 1.4468 -0.7224 2.0532
7 H -0.0872 -2.0296 -0.4370
8 H -1.5519 -2.0036 1.7928
9 H 2.1304 -0.4509 -0.3273
10 H 1.0689 0.8613 0.2368
11 H 0.1597 -0.5571 2.1532

# 4
Molecular formula: C18H18CeClO
Method: DFT, ωB97M-V/def2-TZVPD

Its charge is +1. The relative energy (zero: lowest compared OMol25 entry of this formula, charge and spin) is 21.6 kJ/mol. The value obtained for the frontier orbital gap (spin up / spin down) is 5.86 / 5.87 eV. The highest occupied orbital energy (spin up / spin down) is -11.5 / -11.5 eV. The LUMO energy (spin up / spin down) is -5.63 / -5.63 eV.

CARTESIAN COORDINATES (ANGSTROEM)
1 C 0.6155 -2.0550 3.9586
2 C -0.6132 -2.6916 3.5545
3 C -0.6231 -2.7998 2.1214
4 H -1.3783 -3.0321 4.2581
5 C 0.6184 -2.2681 1.6397
6 C 1.3902 -1.8465 2.7623
7 H 2.3960 -1.4411 2.6704
8 H 0.8525 -1.7710 4.9906
9 H -1.4023 -3.1962 1.4700
10 H 0.9646 -2.3400 0.6117
11 C -0.7765 2.8670 2.7377
12 C -0.4307 2.4906 4.0778
13 C 0.8318 1.8276 4.0425
14 H -0.9979 2.6691 5.0031
15 C 1.2892 1.8408 2.6654
16 C 0.2842 2.4600 1.8522
17 H 0.3804 2.7021 0.7808
18 H -1.6608 3.4038 2.3827
19 H 1.3356 1.4119 4.9226
20 H 2.2603 1.4905 2.2924
21 Ce -0.5917 -0.1679 2.6799
22 O -0.0873 -0.1773 -1.1154
23 C -1.3623 -0.7243 -1.5223
24 C -0.1581 -0.9768 -2.3808
25 H -1.7480 -1.5365 -0.9019
26 H -2.0687 -0.0186 -1.9472
27 H 0.3069 -1.9636 -2.3312
28 H 1.0650 -1.9065 -4.6471
29 C 0.7078 -0.8699 -4.7470
30 C 0.0898 -0.2410 -3.6286
31 C -0.2882 1.1123 -3.7281
32 H -0.6711 1.6304 -2.8331
33 C -0.1697 1.7672 -4.9574
34 H -0.5053 2.7953 -5.0171
35 C 0.3544 1.1381 -6.0968
36 H 0.4129 1.6767 -7.0515
37 C 0.7989 -0.1871 -5.9576
38 H 1.2151 -0.6873 -6.8272
39 Cl -2.6362 -0.3852 4.2157